{
  "formula": "C29H40BaNO8P3Sb",
  "method": "wB97M-V/def2-TZVPD",
  "orbital_gap_ev": 8.867,
  "e_homo_ev": -11.09,
  "total_energy_ev": -83693.2353,
  "e_lumo_ev": -2.22,
  "relative_energy_kcal_mol": 0.1,
  "total_charge": 1,
  "symbols": ["Ba", "C", "C", "O", "P", "O", "O", "O", "P", "O", "O", "O", "H", "H", "H", "H", "H", "H", "H", "C", "C", "C", "C", "C", "O", "C", "N", "C", "C", "C", "C", "C", "C", "P", "C", "C", "C", "C", "C", "C", "C", "C", "C", "C", "C", "C", "H", "H", "H", "H", "H", "H", "H", "H", "H", "H", "H", "H", "H", "H", "H", "H", "H", "H", "H", "H", "H", "H", "H", "H", "C", "Sb", "C", "C", "H", "H", "H", "H", "H", "H", "H", "H", "H"],
  "positions_angstrom": [[0.260540, -0.327809, -0.313150], [1.775481, -1.509852, -4.757597], [1.105290, -0.281316, -4.150621], [0.834039, 0.730007, -5.118297], [-0.511648, -0.721658, -3.451363], [-1.115501, 0.603016, -2.797902], [-1.404682, -1.098834, -4.684957], [-0.440923, -1.769831, -2.379926], [2.179821, 0.551172, -2.878527], [2.587403, -0.663050, -1.836955], [3.347863, 1.090416, -3.582966], [1.249537, 1.379256, -2.003814], [1.197248, -1.858290, -5.613086], [1.858449, -2.318829, -4.030596], [2.773784, -1.233773, -5.099783], [1.673399, 1.175047, -5.313310], [-0.417632, 1.293784, -2.745123], [-2.254734, -1.517832, -4.491204], [3.474629, -1.012120, -2.017465], [2.952500, 0.563650, 1.697043], [2.413282, 1.658396, 2.612818], [1.353964, 2.503592, 1.911136], [1.890011, 1.053610, 3.931743], [1.636540, 2.101003, 5.027625], [0.205422, 2.098571, 5.188232], [-0.262650, 1.065436, 4.447127], [0.572325, 0.405310, 3.752346], [-1.730656, 0.875127, 4.580083], [-2.314177, 1.337046, 5.762165], [-3.677682, 1.237373, 5.970926], [-4.490732, 0.692400, 4.988485], [-3.924856, 0.241250, 3.810008], [-2.548730, 0.307385, 3.592995], [-1.924904, -0.302653, 1.991608], [-2.997422, 0.526787, 0.756688], [-4.157788, 0.001122, 0.189852], [-4.852700, 0.718881, -0.773451], [-4.402233, 1.966521, -1.181291], [-3.252449, 2.504827, -0.622352], [-2.551436, 1.784257, 0.332451], [-2.445742, -2.052479, 1.954655], [-2.771255, -2.753201, 3.113865], [-3.043663, -4.114316, 3.060490], [-2.982588, -4.795052, 1.854296], [-2.631590, -4.113867, 0.696945], [-2.356523, -2.756608, 0.749032], [3.202126, 0.946961, 0.704422], [2.215243, -0.239311, 1.609987], [3.848000, 0.099580, 2.112181], [3.249104, 2.313353, 2.877806], [0.475037, 1.892210, 1.683061], [1.741231, 2.931434, 0.985645], [0.998721, 3.324547, 2.537814], [2.603552, 0.299481, 4.273059], [1.944546, 3.107809, 4.747163], [2.088118, 1.840491, 5.983779], [-1.684536, 1.783908, 6.517236], [-4.106115, 1.598395, 6.896122], [-5.560155, 0.623651, 5.136629], [-4.561908, -0.173668, 3.039200], [-4.522187, -0.970504, 0.499759], [-5.754657, 0.303379, -1.203889], [-4.946836, 2.519070, -1.935104], [-2.901945, 3.481271, -0.929458], [-1.664450, 2.222345, 0.783748], [-2.814715, -2.237742, 4.065366], [-3.304426, -4.642359, 3.968436], [-3.202636, -5.853700, 1.815248], [-2.574420, -4.637470, -0.248660], [-2.105870, -2.246948, -0.176260], [0.520230, -5.154873, 1.869572], [1.469471, -3.337799, 1.299077], [3.106121, -4.220037, 0.240423], [2.482533, -2.979553, 3.146440], [1.271344, -5.831420, 2.274307], [0.041104, -5.612147, 1.006351], [-0.236950, -4.948346, 2.623049], [2.716830, -4.880284, -0.533446], [3.725491, -4.798189, 0.924557], [3.718199, -3.452333, -0.230848], [2.870499, -3.917792, 3.540059], [1.789739, -2.536484, 3.861242], [3.310035, -2.289303, 2.986405]],
  "atomic_forces_ev_per_a": [[0.0, 0.1, 0.4], [0.0, 0.0, 0.0], [0.0, 0.0, 0.0], [0.0, 0.0, 0.0], [0.0, -0.2, 0.1], [-0.2, -0.1, -0.2], [-0.1, 0.0, 0.0], [0.0, 0.3, -0.3], [0.0, 0.1, 0.0], [0.3, -0.1, -0.1], [0.0, 0.0, 0.0], [0.1, -0.1, -0.1], [0.0, 0.0, 0.0], [0.0, 0.0, 0.0], [0.0, 0.0, 0.0], [0.0, 0.0, 0.0], [0.1, 0.2, 0.0], [0.1, 0.0, 0.0], [-0.2, 0.1, 0.0], [0.0, 0.0, 0.0], [0.0, 0.0, 0.1], [0.0, 0.0, 0.0], [-0.1, 0.0, -0.1], [0.0, 0.0, 0.0], [0.0, 0.0, 0.0], [0.0, 0.0, 0.0], [0.0, 0.0, -0.1], [0.0, 0.0, 0.0], [0.0, 0.0, 0.0], [0.0, 0.0, 0.0], [0.0, 0.0, 0.0], [0.0, 0.0, 0.0], [0.0, 0.1, 0.0], [0.0, 0.0, 0.0], [0.0, 0.0, 0.0], [0.0, 0.0, 0.0], [0.0, 0.0, 0.0], [0.0, 0.0, 0.0], [0.0, 0.0, 0.0], [0.0, -0.1, 0.0], [0.0, 0.0, 0.1], [0.0, 0.0, 0.0], [0.0, 0.0, 0.0], [0.0, 0.0, 0.0], [0.0, 0.1, 0.0], [-0.1, 0.0, 0.1], [0.0, 0.0, 0.0], [0.0, -0.1, 0.1], [0.0, 0.0, 0.0], [0.0, 0.0, 0.0], [-0.1, 0.0, 0.0], [0.0, 0.0, 0.0], [0.0, 0.0, 0.0], [0.0, 0.0, 0.0], [0.0, 0.0, 0.0], [0.0, 0.0, 0.0], [0.0, 0.0, 0.0], [0.0, 0.0, 0.0], [0.0, 0.0, 0.0], [0.0, 0.0, 0.0], [0.0, 0.0, 0.0], [0.0, 0.0, 0.0], [0.0, 0.0, 0.0], [0.0, 0.0, 0.0], [0.0, 0.0, 0.0], [0.0, 0.0, 0.0], [0.0, 0.0, 0.0], [0.0, 0.0, 0.0], [0.0, 0.0, 0.0], [0.0, 0.0, -0.1], [0.0, 0.0, 0.0], [0.1, 0.0, 0.0], [0.0, 0.0, 0.0], [0.0, 0.0, 0.0], [0.0, 0.0, 0.0], [0.0, 0.0, 0.0], [0.0, 0.0, 0.0], [0.0, 0.0, 0.0], [0.0, 0.0, 0.0], [0.0, 0.0, 0.0], [0.0, 0.0, 0.0], [0.0, 0.0, 0.0], [0.0, 0.0, 0.0]],
  "lowdin_charge": [1.692, -0.051, -0.599, -0.041, 0.433, -0.193, -0.052, -0.464, 0.303, -0.287, -0.243, -0.515, 0.094, 0.084, 0.095, 0.104, 0.049, 0.116, 0.097, -0.094, -0.365, -0.058, -0.265, -0.071, -0.003, -0.340, 0.148, -0.120, -0.003, -0.044, -0.050, -0.084, -0.298, 0.984, -0.407, -0.082, -0.059, -0.062, -0.068, -0.141, -0.384, -0.074, -0.069, -0.084, -0.081, -0.153, 0.081, -0.021, 0.090, 0.146, 0.016, 0.092, 0.094, 0.142, 0.128, 0.132, 0.122, 0.115, 0.114, 0.110, 0.109, 0.112, 0.113, 0.116, 0.088, 0.106, 0.113, 0.114, 0.116, 0.070, -0.319, 1.225, -0.326, -0.327, 0.016, 0.007, -0.005, 0.008, 0.013, -0.009, 0.013, -0.001, -0.007]
}